Record 1
The following is a quantum chemistry calculation of 11 unconnected molecules or ions with the total composition C34H68O12, from OMol25.

Positions of all 114 atoms, in Å:
O -4.511 -1.330 -4.936
O -1.360 -4.364 -1.465
O 3.967 1.586 -0.270
O -4.757 -1.456 0.357
O -4.379 1.916 4.180
O 4.933 -4.260 -3.420
O 2.459 1.955 -4.621
O -4.161 5.159 0.540
O -1.536 1.207 -1.580
O -0.043 -1.807 3.808
O 3.889 -2.533 -2.391
O 0.489 3.525 3.253
C 5.364 -3.984 -1.023
C -3.977 2.717 1.052
C 0.122 -4.592 -3.336
C 1.288 -2.002 3.789
C 1.512 2.840 -4.873
C 2.605 2.334 3.888
C 1.370 3.382 -6.329
C -1.999 4.335 1.446
C 4.883 -0.526 0.412
C 2.036 -2.403 5.059
C -3.166 1.870 4.667
C -2.331 0.703 4.454
C 1.050 -3.943 -0.962
C 1.793 3.280 3.067
C 0.601 1.437 -0.158
C -2.946 -1.691 -3.113
C -0.872 0.953 -0.473
C 2.268 -1.037 -3.279
C -5.076 -0.235 -2.832
C 4.753 -3.643 -2.405
C 2.589 3.998 2.060
C 3.364 -2.014 -3.591
C -6.679 -0.661 1.909
C -3.472 4.121 1.000
C -5.731 -1.755 1.293
C 0.734 3.607 -3.735
C 4.731 0.697 -0.588
C 2.198 -1.878 2.513
C -1.286 -0.266 0.485
C -2.573 3.120 5.468
C 5.499 0.546 -1.871
C -4.256 -1.074 -3.754
C -5.926 -3.117 1.787
C -0.120 -4.331 -1.898
H -1.750 5.419 1.324
H 0.200 4.595 -4.160
H 3.102 -2.268 5.064
H -1.903 4.204 2.493
H 1.370 1.313 -0.991
H 2.147 2.782 -7.007
H 0.476 -3.560 -3.654
H 3.343 3.053 4.421
H -1.270 0.762 4.204
H 2.553 3.402 1.246
H -7.645 -0.806 2.102
H 6.051 -3.087 -0.785
H 2.692 -2.806 2.538
H 1.249 3.561 -2.840
H -2.663 -2.565 -3.795
H 4.594 -0.142 1.495
H 2.189 1.746 4.681
H 5.984 -4.798 -1.067
H -2.673 3.851 4.834
H 3.513 4.421 2.191
H -3.885 2.200 0.217
H 0.806 -3.268 -0.254
H -2.406 -0.188 0.419
H 1.066 -5.283 -3.481
H 2.818 -1.096 2.600
H 2.506 -0.265 -2.637
H -1.039 -1.202 0.229
H 1.726 -3.456 -1.514
H -1.680 2.900 5.792
H 1.957 4.768 1.531
H -2.542 0.068 5.417
H -5.650 -3.210 2.919
H 0.483 3.049 -6.669
H 3.006 -2.902 -4.186
H -1.403 3.652 0.761
H -6.823 -3.549 1.611
H -3.172 -2.061 -2.009
H -0.116 3.093 -3.649
H -6.089 -0.099 2.655
H -5.160 2.951 0.964
H -3.716 2.300 1.869
H 4.201 -1.658 -4.348
H -0.563 -5.047 -3.997
H 1.620 -1.664 1.682
H 2.949 1.697 3.316
H 2.006 -3.531 5.149
H 4.780 0.214 -2.636
H -4.493 0.357 -2.131
H -2.797 0.186 3.602
H 6.048 1.355 -2.296
H 6.236 -0.251 -1.796
H -5.656 -0.951 -2.328
H -0.958 0.011 1.559
H 5.802 -1.041 0.187
H 1.347 -1.895 5.854
H 1.860 -0.640 -4.201
H 4.160 -1.323 0.080
H 1.494 -1.624 -2.649
H 1.383 4.503 -6.210
H -4.896 -3.529 1.263
H 1.465 -4.927 -0.574
H 1.076 0.569 0.509
H 4.510 -4.149 -0.328
H -3.194 3.322 6.364
H -2.194 -0.863 -2.919
H -6.625 0.327 1.368
H 0.500 2.264 0.432
H -5.642 0.434 -3.417

Calculated values
SMILES string: CCOC(C)=O.CC(C)=O.CC(C)=O.CC(C)=O.CC(C)=O.CC(C)=O.CC(C)=O.CC(C)=O.CC(C)=O.CC(C)=O.CC(C)=O
F_max in eV/A: 9.8
DFT total energy in eV: -60915.8992
Net charge: 0



Record 2
The following is a quantum chemistry calculation of 10 unconnected molecules or ions with the total composition C34H68O33S3, from OMol25.

Positions of all 138 atoms, in Å:
S 19.777 13.636 18.584
S 14.386 16.237 10.012
S 19.542 11.202 9.562
O 12.411 10.395 14.214
O 18.755 12.326 18.357
O 15.718 15.696 9.934
O 19.240 12.371 8.501
O 19.316 9.890 8.944
O 18.484 16.924 11.377
O 20.375 13.496 19.897
O 11.359 10.122 8.974
O 20.082 15.618 12.249
O 20.778 13.062 17.332
O 15.062 15.166 17.751
O 18.330 11.661 10.598
O 18.206 9.921 14.562
O 13.968 17.375 8.899
O 8.417 15.054 12.952
O 17.154 9.170 12.644
O 13.911 15.118 19.567
O 16.169 15.374 13.619
O 19.160 14.933 18.226
O 12.653 10.518 10.831
O 12.538 8.451 10.147
O 9.137 17.081 13.750
O 14.952 17.142 19.002
O 11.728 10.346 16.342
O 16.506 13.104 13.467
O 13.290 15.248 9.900
O 20.793 11.436 10.219
O 9.946 16.268 11.747
O 19.411 9.446 12.726
O 14.558 13.925 12.781
O 14.237 17.457 11.169
O 13.749 11.279 15.653
O 18.832 17.040 13.538
C 17.768 13.112 14.167
C 12.463 11.889 10.850
C 17.954 13.079 10.346
C 14.074 11.870 16.881
C 12.476 14.739 21.560
C 19.177 16.467 12.372
C 15.826 9.182 13.155
C 11.494 9.391 13.863
C 14.697 15.906 18.801
C 15.800 14.223 13.353
C 12.149 7.391 9.256
C 14.884 8.272 12.363
C 19.563 16.697 14.763
C 12.150 9.751 9.893
C 8.257 16.894 14.830
C 18.215 9.533 13.418
C 17.409 17.891 11.419
C 13.085 18.265 10.894
C 13.283 18.501 9.404
C 20.598 11.682 17.096
C 9.279 16.079 12.718
C 12.513 10.739 15.469
C 8.601 13.746 12.475
C 9.624 12.944 13.275
C 15.794 15.701 16.701
C 19.523 17.695 15.926
C 13.502 14.921 12.943
C 13.363 15.693 20.758
C 15.408 11.226 17.458
C 13.239 7.234 8.187
C 12.931 14.850 14.316
C 18.850 13.555 9.174
C 20.604 9.635 13.406
C 19.443 11.176 17.944
H 13.114 19.258 11.342
H 16.945 17.967 10.435
H 14.080 6.725 8.658
H 18.185 13.651 11.245
H 21.509 9.396 12.847
H 7.560 13.439 12.579
H 9.335 13.139 14.308
H 12.777 16.550 20.422
H 8.898 13.776 11.427
H 15.772 8.886 14.203
H 12.833 13.847 14.730
H 7.193 16.717 14.671
H 19.018 15.818 15.108
H 18.733 10.543 17.412
H 12.032 6.456 9.803
H 19.994 17.189 16.770
H 20.317 11.545 16.051
H 11.234 7.658 8.728
H 13.506 15.321 15.112
H 16.587 17.617 12.081
H 13.300 12.244 10.249
H 13.362 11.836 17.706
H 16.370 16.554 17.059
H 11.921 15.243 14.432
H 20.650 9.019 14.304
H 16.888 13.124 10.122
H 12.465 18.677 8.706
H 13.817 8.320 12.578
H 9.654 11.870 13.092
H 8.405 17.709 15.538
H 13.922 19.367 9.230
H 13.205 14.301 22.242
H 20.127 18.476 15.464
H 20.575 10.697 13.649
H 17.679 13.730 15.060
H 13.782 15.943 12.687
H 11.488 9.340 12.774
H 11.883 14.033 20.979
H 8.481 15.882 15.167
H 19.686 14.207 9.426
H 16.187 11.242 16.697
H 15.570 10.223 12.961
H 12.127 17.759 11.016
H 15.113 7.249 12.660
H 15.188 16.038 15.860
H 12.951 6.522 7.414
H 11.686 12.295 10.203
H 15.045 8.470 11.303
H 19.764 10.653 18.845
H 21.579 11.267 17.328
H 14.303 12.924 16.729
H 18.545 18.096 16.192
H 10.470 9.687 14.090
H 15.249 10.165 17.652
H 13.642 8.120 7.697
H 20.539 16.328 14.448
H 17.871 18.788 11.833
H 14.174 15.940 21.442
H 11.816 15.485 22.002
H 12.753 14.637 12.203
H 15.761 11.743 18.350
H 18.114 14.054 8.544
H 16.547 15.021 16.303
H 17.882 12.138 14.642
H 10.612 13.367 13.094
H 12.459 12.373 11.827
H 18.644 13.439 13.607
H 11.697 8.368 14.178

Calculated values
SMILES string: O=S1(=O)OCCO1.O=S1(=O)OCCO1.O=S1(=O)OCCO1.CCOC(=O)OC.CCOC(=O)OC.CCOC(=O)OC.CCOC(=O)OC.CCOC(=O)OC.CCOC(=O)OC.CCOC(=O)OC
F_max in eV/A: 5.1
DFT total energy in eV: -136426.8269
Net charge: 0



Record 3
The following is a quantum chemistry calculation of 10 unconnected molecules or ions with the total composition C34H69B3Cl2F12N8, from OMol25.

Positions of all 128 atoms, in Å:
Cl 3.891 -2.342 -0.654
Cl 0.283 3.806 3.047
F -1.890 -5.641 2.630
F -2.461 2.095 -1.885
F 2.647 3.011 -3.204
F -4.076 0.774 -0.772
F -2.234 -3.788 1.460
F 0.763 2.865 -1.938
F -2.991 -3.742 3.624
F 1.293 4.874 -2.792
F -2.983 -0.161 -2.462
F 0.680 3.437 -4.220
F -0.685 -3.780 3.130
F -4.528 1.560 -2.749
N -2.382 4.769 -1.785
N 3.147 2.871 0.611
N 3.146 1.102 1.847
N 2.101 0.048 -3.548
N 1.092 -5.051 -0.352
N 0.025 0.429 -4.022
N -1.748 -0.180 1.808
N -3.364 4.369 0.153
C -0.275 1.092 0.310
C -1.403 4.627 -0.870
C 3.042 2.422 1.832
C -1.934 4.283 0.331
C 0.309 -6.320 0.001
C 1.289 0.624 -4.390
C -1.895 -7.696 0.319
C 0.018 -0.322 -2.871
C 2.963 -5.135 1.243
C -2.173 4.928 -3.188
C 3.600 0.174 -3.357
C 0.847 -3.880 0.609
C -3.576 4.521 -1.119
C -1.562 1.203 1.109
C -1.143 0.641 5.486
C 0.351 -0.230 0.723
C 2.575 -5.362 -0.174
C -1.107 -0.231 3.183
C -4.242 5.298 2.296
C -1.128 0.998 -4.765
C 0.854 -4.683 -1.792
C 3.625 1.836 -0.177
C 1.883 -4.145 1.725
C 1.345 -0.621 -2.600
C 3.159 0.293 3.045
C -1.585 0.922 4.019
C 2.922 5.293 1.014
C 3.630 0.692 0.641
C 4.472 -0.205 -4.526
C 2.625 4.142 0.052
C -4.328 4.185 1.267
C -3.191 -0.553 1.893
C -1.222 -6.440 -0.288
C -0.945 -1.067 0.933
B -3.544 1.042 -2.016
B 1.332 3.518 -3.047
B -1.961 -4.220 2.768
H -3.831 0.216 2.334
H -1.402 -1.217 3.549
H -0.149 -4.180 -1.902
H 2.833 3.023 2.697
H -2.453 1.579 0.552
H -0.940 -0.695 -2.451
H 0.269 1.995 0.613
H 4.221 0.108 3.441
H -1.507 1.885 -4.274
H 4.314 -1.245 -4.841
H -5.279 4.088 0.831
H 5.530 -0.162 -4.289
H 3.812 -0.524 -2.561
H 3.928 -4.670 1.301
H 2.944 -6.099 1.741
H 0.766 -5.625 -2.272
H 0.949 -0.652 -0.089
H -1.332 3.935 1.181
H -0.164 -4.047 0.908
H -0.513 1.117 -0.748
H -1.426 -8.678 0.004
H -0.801 1.230 -5.796
H -1.898 -7.737 1.397
H 2.917 4.251 -0.973
H -4.817 5.020 3.214
H 3.029 -4.833 -0.969
H -1.106 4.716 -3.398
H 2.639 0.841 3.815
H -0.033 -0.056 3.078
H -0.750 -2.008 1.369
H 1.765 -1.310 -1.924
H 0.941 -0.288 1.650
H -3.463 -0.796 0.877
H 2.341 6.199 0.711
H 3.760 1.814 -1.266
H 2.553 5.086 1.996
H 3.753 1.161 -3.085
H -3.234 5.526 2.604
H -1.628 -5.591 0.171
H -1.395 1.952 1.834
H -1.521 -0.306 5.782
H -2.750 4.110 -3.634
H -0.326 4.676 -1.119
H -4.500 4.473 -1.668
H -1.564 -1.275 0.058
H -2.445 5.883 -3.518
H -1.429 -6.459 -1.366
H -1.876 0.272 -4.817
H -4.676 6.146 1.840
H -1.176 1.894 3.747
H 2.725 -0.683 2.816
H 0.960 -3.029 -0.023
H -4.081 3.189 1.680
H 4.270 0.424 -5.375
H 1.562 1.255 -5.260
H 0.780 -7.103 -0.618
H 3.984 5.599 1.169
H 3.881 -0.409 0.376
H -2.886 -7.721 -0.069
H 1.594 -3.971 -2.212
H 1.588 4.121 -0.015
H 2.366 -3.201 2.086
H -0.011 0.578 5.586
H -3.295 -1.403 2.624
H 2.601 -6.436 -0.403
H -1.480 1.300 6.275
H -2.690 0.984 4.031
H 0.565 -6.515 0.993
H 1.335 -4.676 2.457

Calculated values
F_max in eV/A: 3.3
DFT total energy in eV: -108000.9224
Net charge: 0